This record from the OMol25 dataset describes a structure of composition C23H43CrGeI2N4OS3. The level of theory is the ωB97M-V functional and the def2-TZVPD basis.

Geometry as XYZ:
```
78
Properties=species:S:1:pos:R:3
Cr 0.65343 1.10971 0.24278
S 0.30085 1.19468 2.61390
C -1.28380 0.61380 2.27658
S -1.46794 -0.22637 0.70560
C -2.37937 0.80531 3.06214
C -2.27642 1.59980 4.24730
N -2.17250 2.28459 5.16515
C -3.65713 0.27198 2.70316
N -4.67481 -0.17733 2.41129
I 3.67663 0.33127 0.49629
C 4.63862 2.14640 1.06174
I 3.78853 3.03892 2.77591
H 4.56649 2.83331 0.22855
H 5.66854 1.88674 1.27056
C -0.72810 1.33949 -2.38348
C -0.73883 1.30994 -3.93064
N 0.43941 0.60611 -4.42804
C 0.52648 -0.69932 -3.78255
C 0.80291 -0.52590 -2.26896
N 0.60815 0.89882 -1.88678
C 1.64092 1.71722 -2.58310
C 1.62842 1.38400 -4.09388
H -1.47505 0.66393 -1.96625
H -0.91638 2.33762 -1.98681
H -0.73126 2.31918 -4.34363
H -1.63606 0.81166 -4.29795
H 1.32083 -1.27917 -4.25310
H -0.41237 -1.22829 -3.95122
H 1.83067 -0.79319 -2.01424
H 0.13638 -1.14182 -1.66100
H 2.60939 1.50252 -2.13272
H 1.40154 2.76164 -2.38550
H 2.50735 0.80190 -4.37393
H 1.63585 2.29689 -4.68969
C 2.90255 -3.52799 -0.74465
C 1.57863 -3.61998 0.00337
C 1.48672 -2.60558 1.13738
C 0.31720 -2.80538 2.09428
Ge -1.46910 -2.45116 1.39876
C -2.17611 -3.35749 -0.18248
C -3.00603 -4.57670 0.23243
C -2.19421 -5.60172 1.01657
C -3.01207 -6.82421 1.40913
H 2.94712 -4.23206 -1.57525
H 3.74016 -3.74256 -0.07882
H 3.06319 -2.52552 -1.15414
H 1.45952 -4.62845 0.41050
H 0.74989 -3.47619 -0.69642
H 1.43320 -1.59359 0.71170
H 2.41717 -2.63349 1.71344
H 0.41828 -2.14479 2.95900
H 0.31335 -3.82890 2.48119
H -2.50205 -2.38579 2.52501
H -1.35196 -3.66513 -0.82816
H -2.78602 -2.64149 -0.73706
H -3.41878 -5.05174 -0.66154
H -3.86271 -4.25446 0.83173
H -1.79007 -5.13684 1.92730
H -1.32653 -5.90586 0.42145
H -3.86563 -6.53910 2.02616
H -2.41511 -7.54043 1.97275
H -3.39684 -7.33268 0.52368
C 2.19558 5.89387 -0.04621
C 0.71944 5.72673 0.27874
S 0.43301 4.16675 1.11744
O 0.71515 3.14508 -0.00584
C -1.35906 4.22956 1.25981
C -1.78891 5.05768 2.46292
H 2.35325 6.84749 -0.54769
H 2.53653 5.09950 -0.71000
H 2.80418 5.87882 0.85790
H 0.09371 5.72707 -0.61566
H 0.36525 6.50124 0.96183
H -1.64950 3.18562 1.38810
H -1.75885 4.59273 0.31137
H -1.37112 4.65367 3.38497
H -2.87402 5.02314 2.54929
H -1.49980 6.10429 2.36828
```

Summary:
- Calculated total energy: -166196.029 eV
- HOMO (spin up / spin down): -10.9 / -11.2 eV
- ΔE to the lowest compared entry with this formula, charge and spin: 0.000 eV
- Spin multiplicity: 5
- Net charge: +1